64
Properties=species:S:1:pos:R:3:lowdin_charge:R:1 method="wB97M-V/def2-TZVPD" energy_ev=-81704.218 s2=8.79 spin_multiplicity=6 lumo_energy_ev="-7.065 / -8.728" charge=+2 de_lowest_kcal_mol=31.6 gap_ev="8.02 / 6.28"
Ru 0.9190 0.1251 -1.0343 1.337
N 2.9532 0.6473 -0.1864 -0.056
C 3.2003 2.1221 -0.0720 -0.210
C 2.8031 2.8342 -1.3442 -0.208
C 3.5539 2.3445 -2.5887 -0.175
C 2.6665 1.5606 -3.5342 -0.198
N 2.1929 0.2670 -2.9437 -0.036
H 3.0625 0.2046 0.7205 -0.014
H 3.6494 0.2311 -0.7941 0.088
H 4.2533 2.2926 0.1490 0.131
H 2.6171 2.4912 0.7698 0.122
H 2.9262 3.9072 -1.1968 0.132
H 1.7318 2.6937 -1.5103 0.014
H 4.4181 1.7233 -2.3128 0.120
H 3.9687 3.1922 -3.1334 0.129
H 3.2014 1.3402 -4.4544 0.132
H 1.7853 2.1417 -3.8028 0.131
H 2.9772 -0.3735 -2.8708 0.105
H 1.5391 -0.1548 -3.5985 0.050
C -2.4342 1.0816 1.7059 -0.025
N -2.8645 0.9467 0.3178 -0.113
C -4.2386 0.5016 -0.0169 -0.053
C -4.3069 0.6854 -1.5484 -0.059
N -2.9599 1.2130 -1.8465 0.069
C -2.2233 1.3242 -0.7721 -0.677
S -0.5995 1.9930 -0.8063 0.743
H -3.0787 1.7922 2.2230 0.110
H -1.4086 1.4325 1.7404 0.044
H -2.4986 0.1163 2.2069 0.095
H -4.9634 1.1097 0.5204 0.134
H -4.3676 -0.5347 0.2853 0.132
H -5.0656 1.3961 -1.8578 0.132
H -4.4645 -0.2504 -2.0750 0.123
H -2.5933 1.3268 -2.7812 0.126
C -1.2534 0.2917 5.2788 -0.053
C 0.1607 0.5832 4.8465 -0.212
O 0.2762 0.5680 3.3693 -0.279
P 0.6613 -0.6729 2.5047 0.127
O 0.5463 -0.2463 1.0687 -0.487
Te 2.9066 -1.3468 3.2091 0.856
O -0.3620 -1.8180 2.7847 -0.260
C -0.2158 -3.1731 3.3475 -0.234
C -0.5896 -4.1847 2.2950 -0.053
H -1.2865 0.2538 6.3689 0.099
H -1.6068 -0.6654 4.8933 0.072
H -1.9341 1.0769 4.9465 0.086
H 0.8747 -0.1210 5.2695 0.088
H 0.4673 1.5845 5.1244 0.128
H -0.8745 -3.2127 4.2077 0.126
H 0.7932 -3.3218 3.7057 0.058
H -1.6070 -4.0195 1.9371 0.091
H -0.5389 -5.1858 2.7272 0.098
H 0.0944 -4.1439 1.4435 0.077
F -0.4335 -0.4615 -2.5497 -0.420
P -1.1574 -1.1290 -4.1849 0.231
F 0.2077 -0.6550 -4.8876 -0.130
F -0.4474 -2.4815 -3.7622 -0.104
F -1.7673 -1.6690 -5.5001 -0.040
F -1.6970 0.3641 -4.3830 -0.124
F -2.4093 -1.4699 -3.2786 -0.104
C 1.2064 -1.8995 -1.0832 -0.116
H 2.0386 -2.1450 -0.4295 0.032
H 1.3487 -2.1766 -2.1226 0.028
H 0.2465 -2.2478 -0.7039 0.045